1.
Density functional theory data (the ωB97M-V functional and the def2-TZVPD basis) for a molecular structure, C25H33FGaN6O2S2Se3Te.

Calculated values
- HOMO level (eV) = -4.72
- energy relative to the best compared isomer or geometry (same formula, charge and spin) (kcal/mol) = 0.0
- lowest unoccupied orbital energy (eV) = 2.27
- gap between HOMO and LUMO (eV) = 6.995
- total charge = -1

XYZ file:
```
74
Properties=species:S:1:pos:R:3:forces:R:3
Te -0.888761 -0.145072 4.211322 0.0194 -0.0063 0.0054
Se -0.804946 -0.999711 1.850934 -0.0350 0.0201 0.0109
Se -1.487319 2.204937 3.598948 -0.0028 0.0158 -0.0168
Se 0.462778 2.788165 2.433547 -0.0170 -0.0032 0.0332
Ga 0.300808 0.963925 0.876542 -0.0309 -0.1066 -0.0028
S -1.373782 -3.086244 -2.904535 -0.0193 -0.0949 0.0511
S 3.120661 -0.381908 1.560213 0.0103 0.0126 -0.1375
F -2.886139 2.179071 -4.209540 0.0072 -0.0014 0.0047
O 4.481052 0.055191 1.410219 0.0170 0.0227 0.0201
O 2.461494 -0.249345 2.826678 0.0129 -0.0365 -0.0694
N 0.913151 -2.082401 -1.992907 0.0135 -0.0355 -0.0093
N 3.254809 -6.216501 0.412144 0.0124 0.0020 0.0108
N 2.251280 2.151670 -0.988790 0.0315 0.0109 -0.0323
N -0.133684 -3.518110 -0.579683 -0.0049 0.0216 0.0302
N 3.707725 0.308512 -1.341143 0.0029 0.0336 0.0016
N 2.180225 0.381641 0.457600 0.0682 -0.0196 0.1438
C 2.372691 -2.983983 1.957203 -0.0134 0.0327 0.0244
C -0.770922 2.637463 -1.312995 -0.0231 0.0059 -0.0025
C -2.174358 1.899425 -3.084422 -0.0033 0.0000 -0.0090
C 3.713396 2.144002 -2.859345 0.0263 -0.0117 -0.0069
C 3.091761 -2.107081 1.155814 -0.0490 -0.0004 0.0258
C 2.760480 0.959164 -0.655469 -0.0139 0.0105 0.0112
C 1.128131 -1.323655 -3.213742 0.0293 0.0097 -0.0186
C -1.422175 0.349785 -1.453386 -0.0280 -0.0030 0.0117
C 4.192428 0.926196 -2.410798 -0.0478 0.0068 -0.0174
C -2.151717 0.607421 -2.610786 -0.0021 0.0126 -0.0041
C -0.143088 -2.892244 -1.773566 0.0340 0.1566 -0.1003
C -0.181198 -6.560016 -0.593409 -0.0071 -0.0094 0.0135
C -0.707423 1.343752 -0.789004 -0.0082 -0.0058 -0.0114
C 1.598940 -2.170656 -4.399236 0.0025 -0.0110 0.0098
C 3.853768 -3.948146 -0.182292 0.0223 0.0090 -0.0108
C 4.019425 -2.460234 -3.642460 0.0074 0.0006 -0.0190
C 2.705124 2.711891 -2.096776 0.0311 0.0122 0.0436
C 2.403567 -4.343802 1.696028 0.0000 -0.0151 -0.0136
C -1.251431 -4.274643 -0.042307 -0.0341 -0.0013 0.0022
C 3.838803 -2.592098 0.089410 0.0191 -0.0125 -0.0183
C 0.774750 -6.322784 -1.761798 -0.0069 -0.0017 -0.0051
C -1.502623 2.930160 -2.455571 0.0056 -0.0068 -0.0068
C 2.727622 -3.143566 -4.073053 -0.0057 -0.0143 -0.0128
C -1.429398 -5.676664 -0.619463 -0.0023 -0.0045 0.0097
C 3.152682 -4.843615 0.628844 -0.0106 -0.0154 0.0053
H 1.799708 -2.585436 2.782772 -0.0154 -0.0063 0.0076
H 2.254086 3.659670 -2.373484 -0.0124 0.0032 -0.0055
H 1.873763 -0.568063 -2.968634 0.0046 0.0173 0.0128
H 1.530559 -7.110422 -1.819901 -0.0087 -0.0013 -0.0070
H 3.471401 -6.464885 -0.540671 0.0019 0.0020 0.0111
H 4.435677 -4.325782 -1.015819 0.0033 0.0017 0.0011
H 2.920778 -3.763093 -4.953532 -0.0086 -0.0031 -0.0019
H 1.855397 -5.028889 2.332670 -0.0020 -0.0090 0.0109
H 3.885733 -1.888079 -2.723356 -0.0042 -0.0019 -0.0143
H 0.340825 -6.414491 0.360923 0.0013 0.0049 -0.0053
H 2.469737 -6.749614 0.753675 0.0188 0.0069 0.0000
H -1.561146 3.933259 -2.858736 -0.0009 0.0028 -0.0004
H 4.401996 -1.895608 -0.517424 -0.0044 -0.0074 0.0248
H -0.235658 3.438506 -0.814833 -0.0105 -0.0042 0.0021
H -1.795951 -5.597041 -1.643777 -0.0024 0.0030 0.0026
H -1.072390 -4.340377 1.033241 0.0027 0.0142 -0.0020
H 1.924985 -1.478985 -5.184246 -0.0130 -0.0040 -0.0126
H 1.571769 -1.938964 -1.238712 -0.0083 -0.0063 0.0057
H 4.816840 -3.186734 -3.470763 0.0054 0.0031 0.0096
H -1.432780 -0.666303 -1.074291 -0.0043 0.0156 0.0079
H 0.205256 -0.802808 -3.474864 0.0223 -0.0179 -0.0045
H 2.391087 -3.826354 -3.286739 0.0064 0.0030 0.0018
H 1.285029 -5.363497 -1.676091 -0.0037 -0.0056 -0.0133
H 4.362868 -1.768968 -4.417683 0.0094 0.0080 0.0071
H -0.497532 -7.606969 -0.609759 -0.0015 -0.0017 0.0001
H 4.975387 0.401395 -2.949029 0.0103 -0.0020 -0.0076
H 0.745932 -2.725714 -4.789343 -0.0055 -0.0014 0.0049
H -2.172946 -3.705577 -0.188071 0.0154 -0.0013 0.0120
H 0.573603 -3.235936 0.085922 -0.0086 0.0064 0.0220
H -2.222373 -6.149149 -0.031526 -0.0024 -0.0059 -0.0033
H 0.225624 -6.317789 -2.705079 -0.0005 0.0045 -0.0051
H -2.681255 -0.182454 -3.126911 -0.0009 0.0034 -0.0053
H 4.095404 2.617958 -3.751197 0.0090 0.0004 0.0000
```
Positions in Å, forces in eV/Å.

So, what does the Löwdin scheme give us? The charges, in e, come out as: atom 1 (Te): 0.3138, atom 2 (Se): 0.0422, atom 3 (Se): -0.1798, atom 4 (Se): 0.1243, atom 5 (Ga): -0.1466, atom 6 (S): 0.6606, atom 7 (S): 0.5790, atom 8 (F): 0.0271, atom 9 (O): -0.2842, atom 10 (O): -0.3595, atom 11 (N): 0.0302, atom 12 (N): 0.1044, atom 13 (N): 0.1389, atom 14 (N): 0.0039, atom 15 (N): 0.1258, atom 16 (N): -0.1642, atom 17 (C): -0.0826, atom 18 (C): -0.1326, atom 19 (C): -0.2873, atom 20 (C): -0.0539, atom 21 (C): -0.2871, atom 22 (C): -0.4530, atom 23 (C): -0.2098, atom 24 (C): -0.1379, atom 25 (C): -0.1379, atom 26 (C): -0.0279, atom 27 (C): -0.8335, atom 28 (C): -0.2528, atom 29 (C): -0.2669, atom 30 (C): -0.2060, atom 31 (C): -0.0286, atom 32 (C): -0.1123, atom 33 (C): -0.1149, atom 34 (C): -0.0379, atom 35 (C): -0.2355, atom 36 (C): -0.0734, atom 37 (C): -0.1171, atom 38 (C): -0.0253, atom 39 (C): -0.2562, atom 40 (C): -0.2163, atom 41 (C): -0.3297, atom 42 (H): 0.0916, atom 43 (H): 0.1125, atom 44 (H): 0.0994, atom 45 (H): 0.0598, atom 46 (H): 0.0790, atom 47 (H): 0.1085, atom 48 (H): 0.1028, atom 49 (H): 0.1139, atom 50 (H): 0.0296, atom 51 (H): 0.0833, atom 52 (H): 0.0732, atom 53 (H): 0.1081, atom 54 (H): 0.0911, atom 55 (H): 0.0844, atom 56 (H): 0.0701, atom 57 (H): 0.1112, atom 58 (H): 0.1120, atom 59 (H): 0.1145, atom 60 (H): 0.0680, atom 61 (H): 0.0514, atom 62 (H): 0.0920, atom 63 (H): 0.0850, atom 64 (H): 0.0431, atom 65 (H): 0.0721, atom 66 (H): 0.0999, atom 67 (H): 0.1059, atom 68 (H): 0.0719, atom 69 (H): 0.1027, atom 70 (H): 0.0877, atom 71 (H): 0.1079, atom 72 (H): 0.0759, atom 73 (H): 0.0980, atom 74 (H): 0.0937



2.
Density functional theory data (the ωB97M-V functional and the def2-TZVPD basis) for a gas-phase ion, C6H8 (charge +1) at a distorted geometry.

Calculated values
- HOMO level (alpha / beta) (eV) = -14.53 / -14.50
- energy relative to the best compared isomer or geometry (same formula, charge and spin) (kcal/mol) = 23.0
- lowest unoccupied orbital energy (alpha / beta) (eV) = -5.31 / -8.22
- 2S+1 = 2
- gap between HOMO and LUMO (alpha / beta) (eV) = 9.220 / 6.277
- total charge = +1

XYZ file:
```
14
Properties=species:S:1:pos:R:3:forces:R:3
C -1.664861 -0.805681 2.130453 -0.5903 0.6332 -0.9541
C -0.136606 -0.015212 -1.090878 2.5421 0.5229 -0.6449
C 2.004455 1.250377 -0.925517 0.7207 0.3254 0.7054
C -0.111722 -0.285796 0.249824 -1.3519 0.1227 2.2311
C 0.857311 0.924935 -1.572631 -1.9398 0.1452 -0.2726
C -0.999819 -1.148551 1.018232 1.7089 -1.3144 0.4311
H -0.781778 -0.502832 -1.807031 -0.4127 0.1209 0.1881
H 0.491238 0.250658 0.980492 0.4394 0.4819 -0.7931
H -0.620021 -2.184842 0.921514 -1.4078 -0.0932 -0.6575
H -1.736357 0.234373 2.425028 -0.1612 0.0864 -0.0176
H -2.365375 -1.487071 2.591688 0.4918 -0.2723 0.3918
H 0.556638 1.503007 -2.446230 0.3968 -0.3615 -0.1936
H 2.693330 2.035303 -1.218355 -0.2798 -0.0512 -0.5182
H 2.334658 0.768674 -0.018472 -0.1563 -0.3460 0.1040
```
Positions in Å, forces in eV/Å.

So, what does the natural (NBO) scheme give us? The charges, in e, come out as: atom 1 (C): -0.2296, atom 2 (C): -0.1100, atom 3 (C): -0.1142, atom 4 (C): 0.0488, atom 5 (C): -0.1685, atom 6 (C): -0.3110, atom 7 (H): 0.2628, atom 8 (H): 0.2275, atom 9 (H): 0.2560, atom 10 (H): 0.2063, atom 11 (H): 0.2390, atom 12 (H): 0.2525, atom 13 (H): 0.2372, atom 14 (H): 0.2034



3.
Density functional theory data (the ωB97M-V functional and the def2-TZVPD basis) for a single C21H32N2O5 molecule.

Calculated values
- structure (SMILES) = COc1ccc(C(=O)NCCCOC(C)C)cc1OC1CCN(C(C)=O)CC1
- HOMO level (eV) = -8.42
- energy relative to the best compared isomer or geometry (same formula, charge and spin) (kcal/mol) = 48.3
- lowest unoccupied orbital energy (eV) = 0.58
- gap between HOMO and LUMO (eV) = 8.992

XYZ file:
```
60
Properties=species:S:1:pos:R:3:forces:R:3
O 6.619860 -0.092228 -2.189365 0.1519 0.0917 -0.3408
O -4.425193 -1.739481 -0.238284 -0.1163 0.0522 -0.2881
O 1.267990 -0.167681 0.159649 -0.2185 0.0140 0.2061
O 1.615989 2.265198 1.648212 -0.2607 -0.3756 -0.3169
O -3.454110 2.456844 -2.246328 -0.1861 0.2083 0.0220
N 5.378895 -0.497465 -0.361932 -0.1284 0.2576 0.2201
N -3.220778 0.226629 -1.947893 0.1417 -0.2063 0.0038
C 3.356789 0.856681 -0.609561 -0.1016 -0.0838 0.3255
C -1.643357 1.697698 -0.903281 0.2232 0.2774 0.1963
C 3.252796 -1.421015 0.401562 -0.0883 0.2990 0.1571
C -5.007691 -2.734026 1.935211 0.1713 0.1146 -0.4025
C -3.910818 -2.293120 0.962604 0.2034 -0.2467 0.4086
C 1.802362 3.501199 2.295196 0.0306 0.2046 0.1266
C -0.413000 3.103116 0.608952 0.1144 0.0130 0.0775
C 0.432643 0.910478 0.081889 -0.1094 0.0594 -0.0536
C 6.658152 -2.331459 -1.360257 0.0895 0.1548 -0.1950
C -5.640072 -0.114764 -1.522147 0.3532 -0.1635 0.2103
C 6.219300 -0.881258 -1.355683 0.1813 -0.2925 0.0854
C 4.862044 0.855628 -0.350900 -0.0538 0.2860 -0.2974
C -4.484599 -0.136670 -2.539916 -0.2931 0.0548 -0.0525
C -5.192951 -0.555692 -0.126444 -0.2127 0.2187 -0.0735
C -0.665587 0.723347 -0.748617 0.0931 0.1836 0.1282
C 2.653257 -0.014480 0.434224 0.6451 -0.0845 -0.1688
C -2.853837 1.516626 -1.759413 0.1501 -0.2611 -0.0673
C 0.550959 2.119208 0.797387 0.1555 -0.1118 0.0214
C -2.897026 -1.383430 1.664774 -0.2684 -0.1639 -0.3427
C 4.764425 -1.346137 0.629427 -0.2389 -0.2748 0.0259
C -1.492191 2.901130 -0.229127 -0.1186 -0.1423 -0.1454
H -4.577850 -3.374330 2.700367 0.0273 -0.0542 0.1115
H 5.071269 1.308049 0.625534 0.0308 0.0172 -0.0251
H 2.785368 -2.038673 1.168557 -0.0335 -0.0349 0.0318
H 3.043464 -1.866960 -0.572044 0.0033 -0.0593 -0.0495
H -6.036849 0.897108 -1.436028 -0.0683 0.0101 0.0002
H -6.431766 -0.770990 -1.882518 -0.0898 0.0164 -0.0125
H -0.705389 -0.208090 -1.292637 0.0150 -0.1131 -0.0577
H -4.376572 -1.141613 -2.951106 -0.0197 0.1119 -0.0332
H 5.806093 -2.994649 -1.490185 -0.0532 -0.1141 0.0589
H -3.385787 -0.517547 2.105684 -0.0111 0.1018 0.0741
H -4.693280 0.569247 -3.345954 0.0268 -0.1693 0.0056
H -2.233600 3.672644 -0.365471 -0.0680 0.0661 -0.0229
H 7.175872 -2.583189 -0.437551 -0.0151 -0.0896 0.0888
H -5.774907 -3.291299 1.402992 -0.0903 -0.0741 -0.0077
H 1.919882 4.318706 1.577321 -0.0246 -0.0275 0.0237
H -4.596396 0.245938 0.331132 -0.0618 -0.0836 -0.0068
H 5.387407 1.414171 -1.126993 -0.0615 -0.0247 0.2047
H -2.135352 -1.037058 0.969002 0.1006 0.0431 -0.0331
H 2.978143 1.877960 -0.568881 -0.0235 0.0452 -0.0197
H -2.408828 -1.940385 2.459679 0.0711 -0.0340 0.1089
H -5.466452 -1.877053 2.423123 -0.0688 0.0599 0.0872
H 5.195883 -2.344208 0.603975 0.0239 0.0803 0.0508
H -2.821035 -0.486745 -1.358181 0.0238 0.1448 0.0296
H -3.386558 -3.186363 0.599210 -0.0563 0.1130 0.1433
H -0.332787 4.041958 1.132571 0.0447 0.0675 0.0718
H 4.957192 -0.913813 1.620113 0.0396 -0.1081 -0.0194
H 3.152814 0.454286 -1.604088 -0.0042 -0.0065 -0.0427
H 7.340525 -2.467865 -2.194792 -0.0280 0.0368 0.0127
H -6.079919 -0.722076 0.498570 0.1107 0.0411 0.0008
H 2.796422 0.418271 1.432035 -0.0052 -0.1130 -0.1847
H 2.721526 3.392100 2.869330 -0.0700 0.0617 -0.0172
H 0.977205 3.727599 2.977323 0.0258 0.0059 -0.0428
```
Positions in Å, forces in eV/Å.

So, what does the natural (NBO) scheme give us? The charges, in e, come out as: atom 1 (O): -0.6307, atom 2 (O): -0.5592, atom 3 (O): -0.5068, atom 4 (O): -0.5251, atom 5 (O): -0.6287, atom 6 (N): -0.4454, atom 7 (N): -0.6135, atom 8 (C): -0.4423, atom 9 (C): -0.1489, atom 10 (C): -0.4108, atom 11 (C): -0.6424, atom 12 (C): 0.1117, atom 13 (C): -0.2519, atom 14 (C): -0.3069, atom 15 (C): 0.2401, atom 16 (C): -0.7134, atom 17 (C): -0.4259, atom 18 (C): 0.6880, atom 19 (C): -0.2253, atom 20 (C): -0.2206, atom 21 (C): -0.0715, atom 22 (C): -0.2228, atom 23 (C): 0.1074, atom 24 (C): 0.6581, atom 25 (C): 0.3085, atom 26 (C): -0.6437, atom 27 (C): -0.2129, atom 28 (C): -0.1654, atom 29 (H): 0.2161, atom 30 (H): 0.1837, atom 31 (H): 0.2166, atom 32 (H): 0.2068, atom 33 (H): 0.2188, atom 34 (H): 0.2079, atom 35 (H): 0.2258, atom 36 (H): 0.2036, atom 37 (H): 0.2229, atom 38 (H): 0.2063, atom 39 (H): 0.2283, atom 40 (H): 0.2367, atom 41 (H): 0.2243, atom 42 (H): 0.2182, atom 43 (H): 0.1808, atom 44 (H): 0.1674, atom 45 (H): 0.2562, atom 46 (H): 0.2150, atom 47 (H): 0.2207, atom 48 (H): 0.2175, atom 49 (H): 0.2036, atom 50 (H): 0.2186, atom 51 (H): 0.4059, atom 52 (H): 0.1829, atom 53 (H): 0.2218, atom 54 (H): 0.1895, atom 55 (H): 0.2136, atom 56 (H): 0.2450, atom 57 (H): 0.1762, atom 58 (H): 0.1891, atom 59 (H): 0.2006, atom 60 (H): 0.1797